Here is a cluster of 2 separate species, C2H8N4O in total at a distorted geometry from the OMol25 dataset. Energies are from ωB97M-V/def2-TZVPD.

Output
- Multiplicity: 1
- ΔE to the lowest compared entry with this formula, charge and spin: 101.2 kcal per mole
- HOMO-LUMO gap: 9.400 eV
- Net charge: +2
- LUMO level: -9.659 eV
- HOMO level: -19.059 eV
- Total energy: -374.4169 hartree

Positions of all 15 atoms, in Å:
C1 2.000 -0.443 -0.383
N1 -2.873 -1.016 0.241
H1 1.367 0.758 0.869
N2 0.961 -1.024 0.006
N3 -1.521 1.002 -0.288
H2 -2.830 -1.911 -0.367
H3 2.925 0.561 1.202
H4 -3.469 -1.003 0.990
H5 2.433 1.536 -0.219
H6 -2.153 1.848 -0.650
N4 2.346 0.747 0.381
C2 -2.138 -0.016 0.063
H7 2.555 -0.539 -1.344
H8 0.783 -1.876 -0.523
O1 -0.389 1.376 0.023

Charges computed using Mulliken, reported in e: atom 1 (C): -0.003, atom 2 (N): -0.181, atom 3 (H): 0.425, atom 4 (N): -0.499, atom 5 (N): 0.164, atom 6 (H): 0.356, atom 7 (H): 0.382, atom 8 (H): 0.293, atom 9 (H): 0.344, atom 10 (H): 0.361, atom 11 (N): -0.287, atom 12 (C): 0.468, atom 13 (H): 0.397, atom 14 (H): 0.280, atom 15 (O): -0.500